1.
The following is a quantum chemistry calculation of the molecule C4H5NO2, from the Open Molecules 2025 dataset.

Computed properties:
Molecular weight = 99.09 g mol⁻¹
HOMO energy (alpha / beta) = -8.6 / -8.6 eV
Net charge = 0

Geometry (Å):
O 0.349 2.081 -1.136
O -2.587 2.494 -1.520
N 0.022 -0.009 -0.108
C 1.421 -0.369 0.044
C -1.838 1.267 -0.791
C -2.845 1.992 -0.334
C -0.351 1.218 -0.690
H 1.663 -0.946 -0.868
H 2.016 0.584 0.328
H -3.761 2.000 0.336
H -0.660 -0.713 -0.120
H 1.555 -0.771 1.030

=====

2.
The following is a quantum chemistry calculation of a cluster of 2 separate species, C4H5NO2 in total, from the Open Molecules 2025 dataset.

Computed properties:
Molecular weight = 99.09 g mol⁻¹
HOMO energy = -10.0 eV
Net charge = 0

Geometry (Å):
O 1.477 -2.531 1.249
O 1.719 1.031 0.200
N -0.309 -1.064 0.700
C 0.308 1.172 -0.111
C 1.384 0.558 -0.959
C -0.635 0.337 0.720
C 0.639 -1.751 0.998
H -1.642 0.459 0.307
H -0.950 -0.725 -2.011
H -0.660 0.703 1.755
H 0.011 2.202 -0.298
H -1.342 -0.391 -2.548

=====

3.
The following is a quantum chemistry calculation of the molecule C4H5NO2, from the Open Molecules 2025 dataset.

Computed properties:
Molecular weight = 99.09 g mol⁻¹
HOMO energy = -10.0 eV
Net charge = 0

Geometry (Å):
O -0.319 0.997 1.836
O -1.740 2.579 -0.015
N 0.707 0.021 0.023
C 0.182 -1.083 -0.773
C -0.844 1.854 -0.357
C 0.820 -1.312 0.556
C -0.152 0.920 0.644
H -0.901 -1.217 -0.846
H 1.823 -1.725 0.625
H 0.164 -1.544 1.393
H -0.476 1.803 -1.404
H 0.736 -1.293 -1.683

=====

4.
The following is a quantum chemistry calculation of the molecule C4H5NO2, from the Open Molecules 2025 dataset.

Computed properties:
Molecular weight = 99.09 g mol⁻¹
HOMO energy = -9.9 eV
Net charge = 0

Geometry (Å):
O 1.216 -0.046 -1.548
O 1.812 1.161 1.632
N -0.878 -0.679 0.535
C -1.729 -1.350 -0.116
C 2.021 0.634 0.569
C -0.512 0.620 -0.002
C 0.918 0.394 -0.463
H 3.020 0.289 0.241
H -1.946 -2.370 0.202
H -0.529 1.367 0.797
H -1.129 0.947 -0.852
H -2.264 -0.968 -0.995

=====

It is 4 that is most stable; the runner-up trails by 0.073 eV.

=====

1.
The following is a quantum chemistry calculation of the molecule C4H5NO2, from the Open Molecules 2025 dataset.

Computed properties:
Molecular weight = 99.09 g mol⁻¹
HOMO energy (alpha / beta) = -8.1 / -8.1 eV
Net charge = 0

Geometry (Å):
O -2.439 0.928 0.113
O 0.280 -1.159 -1.051
N 1.503 -0.084 0.594
C -1.462 0.219 -0.067
C 0.484 0.698 1.035
C 1.379 -0.949 -0.321
C -0.699 -0.151 -1.159
H -0.993 0.016 -2.189
H -0.903 -0.215 0.889
H 2.187 -1.628 -0.579
H 0.235 0.614 2.093
H 0.427 1.712 0.643

=====

2.
The following is a quantum chemistry calculation of the molecule C4H5NO2, from the Open Molecules 2025 dataset.

Computed properties:
Molecular weight = 99.09 g mol⁻¹
HOMO energy = -9.8 eV
Net charge = 0

Geometry (Å):
O 0.975 1.542 -0.258
O 1.558 -1.875 0.773
N -0.549 -0.925 0.631
C -0.148 0.849 -0.773
C -1.057 0.413 0.370
C 1.116 0.150 -0.563
C 0.806 -0.993 0.420
H -0.539 1.036 -1.766
H 1.872 -0.059 -1.313
H -2.128 0.441 0.176
H -1.067 -1.657 1.086
H -0.840 1.080 1.216

=====

3.
The following is a quantum chemistry calculation of the molecule C4H5NO2, from the Open Molecules 2025 dataset.

Computed properties:
Molecular weight = 99.09 g mol⁻¹
HOMO energy = -9.6 eV
Net charge = 0

Geometry (Å):
O -0.314 1.053 1.003
O 1.494 -0.156 0.477
N -0.551 -1.180 0.537
C 0.924 0.225 -0.740
C -0.460 -0.486 -0.739
C 0.295 -0.207 1.246
C -0.315 0.981 -0.404
H 1.528 0.202 -1.633
H -0.835 -1.021 -1.593
H -1.542 -0.857 0.472
H -0.754 1.808 -0.926
H 0.529 -0.361 2.299

=====

4.
The following is a quantum chemistry calculation of the molecule C4H5NO2, from the Open Molecules 2025 dataset.

Computed properties:
Molecular weight = 99.09 g mol⁻¹
HOMO energy = -10.2 eV
Net charge = 0

Geometry (Å):
O -1.428 -2.257 0.427
O -0.304 1.910 -1.390
N 0.644 0.765 0.375
C 1.189 -0.300 -0.416
C -1.107 -1.106 0.268
C -0.247 1.670 -0.209
C 0.234 -0.593 0.699
H 0.821 -0.397 -1.435
H -1.785 -0.381 -0.228
H 0.597 -0.999 1.640
H 2.246 -0.500 -0.274
H -0.860 2.189 0.546

=====

It is 2 that is most stable; the runner-up trails by 0.308 eV.

=====

1.
The following is a quantum chemistry calculation of the molecule C4H5NO2, from the Open Molecules 2025 dataset.

Computed properties:
Molecular weight = 99.09 g mol⁻¹
HOMO energy = -9.9 eV
Net charge = 0

Geometry (Å):
O 2.232 1.094 -0.063
O 2.195 -1.108 0.050
N 1.679 0.003 0.018
C -0.622 -1.175 -0.338
C 0.309 0.007 -0.160
C -0.642 1.210 -0.135
C -1.047 -0.068 0.672
H -1.156 -0.170 1.760
H -1.347 1.605 -0.923
H -1.270 -1.277 -1.276
H -0.213 -2.124 0.008
H -0.120 2.003 0.387

=====

2.
The following is a quantum chemistry calculation of the molecule C4H5NO2, from the Open Molecules 2025 dataset.

Computed properties:
Molecular weight = 99.09 g mol⁻¹
HOMO energy = -8.8 eV
Net charge = 0

Geometry (Å):
O 0.865 0.926 0.043
O 0.823 -1.201 -0.244
N 2.257 -0.804 -0.124
C -1.365 -0.361 0.754
C 2.125 0.483 0.013
C -0.111 -0.251 -0.126
C -1.373 0.136 -0.719
H -1.387 1.306 -0.973
H -1.364 0.515 1.426
H -1.401 -1.444 1.081
H 2.857 1.061 0.447
H -1.927 -0.366 -1.577

=====

3.
The following is a quantum chemistry calculation of the molecule C4H5NO2, from the Open Molecules 2025 dataset.

Computed properties:
Molecular weight = 99.09 g mol⁻¹
HOMO energy = -9.7 eV
Net charge = 0

Geometry (Å):
O -1.658 -0.783 0.781
O 2.236 0.286 1.167
N -0.364 -0.522 0.999
C 0.159 0.018 -0.071
C -0.745 0.123 -1.206
C 1.608 0.411 -0.081
C -1.944 -0.294 -0.529
H -2.796 -0.813 -0.961
H 2.111 -0.178 -0.864
H -2.186 0.803 -0.446
H 1.681 1.462 -0.382
H 1.899 -0.513 1.594

=====

It is 2 that is most stable; the runner-up trails by 0.291 eV.

=====

1.
The following is a quantum chemistry calculation of a structure of composition C4H5NO2, from the Open Molecules 2025 dataset.

Computed properties:
Molecular weight = 99.09 g mol⁻¹
HOMO energy (alpha / beta) = -9.8 / -9.6 eV
Net charge = 0

Geometry (Å):
O -1.296 -0.800 0.908
O 1.903 0.158 1.736
N -0.781 1.007 -0.104
C 0.512 -0.312 -0.822
C 0.704 0.115 1.848
C -0.246 -0.060 0.656
C -0.774 0.289 -1.377
H 0.197 0.129 2.833
H -1.572 -0.439 -1.511
H 1.396 0.299 -0.992
H 0.696 -1.380 -0.964
H -0.740 0.993 -2.210

=====

2.
The following is a quantum chemistry calculation of the molecule C4H5NO2, from the Open Molecules 2025 dataset.

Computed properties:
Molecular weight = 99.09 g mol⁻¹
HOMO energy = -10.0 eV
Net charge = 0

Geometry (Å):
O 0.493 2.040 0.275
O -2.202 0.033 1.153
N 0.450 -0.264 0.389
C -0.089 0.999 0.494
C -1.526 1.021 1.020
C 0.064 -1.193 -0.653
C 1.435 -0.602 -0.604
H -0.113 -2.216 -0.336
H -1.887 2.042 1.250
H -0.610 -0.822 -1.423
H 2.262 -1.207 -0.242
H 1.697 0.174 -1.321

=====

It is 2 that is most stable; the runner-up trails by 4.153 eV.